{
  "formula": "C2H5NO2",
  "method": "the ωB97M-V functional and the def2-TZVPD basis",
  "e_lumo_ha": 0.035,
  "spin_multiplicity": 1,
  "largest_force_ev_per_a": 4.392,
  "species": ["H", "N", "C", "C", "O", "O", "H", "H", "H", "H"],
  "xyz": [[1.464, 0.028, -1.561], [0.535, -0.134, -1.370], [0.140, 0.008, -0.229], [-1.125, -0.227, 0.380], [1.155, 0.443, 1.004], [2.519, 0.493, 0.565], [-1.435, 0.504, 1.200], [-2.019, -0.268, -0.295], [-1.171, -1.199, 0.887], [2.992, 0.955, 1.286]],
  "mulliken_charge": [0.313, -0.523, 0.632, -0.957, -0.263, -0.371, 0.282, 0.309, 0.264, 0.314]
}

***

{
  "formula": "C26H41ClIN12O",
  "method": "the ωB97M-V functional and the def2-TZVPD basis",
  "e_lumo_ha": -0.130,
  "spin_multiplicity": 1,
  "largest_force_ev_per_a": 0.758,
  "charge": 1,
  "species": ["O", "C", "Cl", "C", "C", "N", "C", "C", "N", "C", "I", "H", "H", "H", "H", "H", "H", "H", "H", "H", "H", "H", "C", "C", "N", "H", "H", "H", "C", "C", "N", "H", "H", "H", "C", "C", "N", "H", "H", "H", "C", "C", "N", "H", "H", "H", "C", "C", "N", "H", "H", "H", "C", "C", "N", "H", "H", "H", "C", "C", "N", "H", "H", "H", "C", "C", "N", "H", "H", "H", "C", "C", "N", "H", "H", "H", "C", "C", "N", "H", "H", "H"],
  "xyz": [[-2.465, 3.186, -2.128], [-1.629, 3.503, -2.925], [0.025, 3.729, -2.408], [-1.826, 3.688, -4.398], [-3.284, 3.532, -4.868], [-4.057, 4.737, -4.503], [-4.888, 4.647, -3.305], [-5.744, 3.402, -3.318], [-4.832, 2.213, -3.296], [-3.957, 2.170, -4.517], [-2.633, 0.503, -4.311], [-1.140, 3.026, -4.932], [-1.508, 4.703, -4.653], [-3.233, 3.541, -5.959], [-4.681, 4.939, -5.278], [-5.559, 5.509, -3.293], [-4.291, 4.713, -2.397], [-6.449, 3.353, -2.487], [-6.323, 3.346, -4.244], [-5.413, 1.372, -3.318], [-4.275, 2.167, -2.435], [-4.607, 1.870, -5.338], [0.325, 3.683, 1.333], [1.420, 3.914, 2.266], [2.314, 4.038, 2.976], [0.301, 2.628, 1.065], [-0.624, 3.953, 1.794], [0.468, 4.278, 0.435], [4.328, 1.473, 3.642], [5.511, 0.854, 4.218], [6.413, 0.311, 4.683], [3.440, 0.968, 4.016], [4.271, 2.522, 3.915], [4.365, 1.388, 2.556], [-1.092, 0.302, -0.387], [-1.606, -1.024, -0.693], [-1.992, -2.092, -0.872], [-1.058, 0.427, 0.694], [-0.090, 0.412, -0.798], [-1.744, 1.064, -0.811], [-0.438, -5.140, -0.450], [-0.952, -6.481, -0.695], [-1.358, -7.540, -0.889], [-0.395, -4.950, 0.621], [0.558, -5.039, -0.875], [-1.093, -4.405, -0.914], [3.539, -6.535, -2.433], [2.700, -5.410, -2.825], [2.035, -4.523, -3.132], [2.914, -7.355, -2.083], [4.124, -6.872, -3.287], [4.214, -6.231, -1.636], [-4.356, -4.452, -1.095], [-5.781, -4.336, -0.819], [-6.900, -4.182, -0.603], [-3.839, -3.581, -0.696], [-3.949, -5.348, -0.628], [-4.187, -4.505, -2.168], [-6.401, -0.832, -0.651], [-5.217, -0.109, -0.204], [-4.290, 0.478, 0.146], [-6.449, -1.829, -0.217], [-7.301, -0.287, -0.374], [-6.362, -0.927, -1.736], [4.772, 4.785, 6.961], [3.913, 3.666, 6.598], [3.237, 2.782, 6.311], [4.189, 5.544, 7.480], [5.570, 4.438, 7.615], [5.208, 5.221, 6.064], [8.793, -1.755, 3.005], [8.771, -2.589, 1.810], [8.737, -3.247, 0.868], [9.727, -1.200, 3.058], [7.962, -1.052, 2.983], [8.700, -2.377, 3.893], [4.994, -2.907, 4.443], [3.743, -2.585, 3.768], [2.754, -2.328, 3.239], [5.732, -3.225, 3.708], [5.360, -2.019, 4.956], [4.841, -3.707, 5.164]],
  "mulliken_charge": [-0.619, 0.822, -0.156, -1.569, 0.295, -0.348, -0.730, -0.542, 0.157, -1.068, 0.179, 0.487, 0.485, 0.483, 0.351, 0.492, 0.225, 0.450, 0.367, 0.329, 0.177, 0.682, -0.263, 0.131, -0.320, -0.020, 0.322, 0.156, -0.666, 0.358, -0.540, 0.310, 0.185, 0.352, -0.507, 0.015, -0.328, 0.343, 0.462, -0.006, -0.320, 0.345, -0.429, 0.304, 0.091, 0.001, -0.804, 0.385, -0.402, 0.270, 0.315, 0.273, -0.364, 0.273, -0.470, 0.086, 0.246, 0.291, -0.886, 0.452, -0.420, 0.207, 0.359, 0.266, -0.826, 0.387, -0.383, 0.291, 0.284, 0.271, -0.580, 0.321, -0.392, 0.323, 0.078, 0.248, -0.582, 0.296, -0.386, 0.150, 0.195, 0.303]
}

***

{
  "formula": "C28H25N3O3ReSSe",
  "method": "the ωB97M-V functional and the def2-TZVPD basis",
  "s2": 2.083,
  "e_lumo_ha": [0.091, 0.088],
  "spin_multiplicity": 3,
  "largest_force_ev_per_a": 4.711,
  "charge": -1,
  "species": ["Re", "O", "C", "C", "C", "C", "C", "C", "C", "N", "N", "C", "O", "C", "C", "C", "C", "C", "C", "H", "H", "H", "H", "H", "H", "H", "H", "H", "H", "O", "N", "C", "C", "C", "C", "C", "S", "H", "H", "H", "H", "C", "C", "C", "C", "C", "C", "Se", "C", "C", "C", "H", "H", "H", "H", "H", "H", "H", "H", "H", "H", "H"],
  "xyz": [[-0.324, -0.548, 0.708], [-2.193, -0.525, 1.362], [-2.957, -1.443, 1.940], [-4.298, -1.145, 2.156], [-5.149, -2.015, 2.725], [-4.633, -3.258, 3.217], [-3.329, -3.540, 3.083], [-2.455, -2.709, 2.324], [-1.159, -3.144, 1.959], [-0.206, -2.364, 1.419], [1.051, -2.874, 1.402], [1.856, -2.201, 0.589], [1.544, -1.057, 0.061], [3.237, -2.667, 0.276], [3.993, -1.958, -0.700], [5.314, -2.367, -0.917], [5.909, -3.450, -0.258], [5.163, -4.110, 0.704], [3.837, -3.720, 0.980], [-4.813, -0.195, 1.842], [-6.215, -1.790, 2.871], [-5.278, -3.967, 3.759], [-2.945, -4.473, 3.570], [-0.857, -4.152, 2.297], [3.610, -1.171, -1.304], [5.926, -1.942, -1.740], [6.942, -3.683, -0.392], [5.667, -4.924, 1.229], [3.283, -4.196, 1.811], [0.089, 1.235, 0.203], [1.214, 1.812, 0.817], [1.824, 2.772, 0.076], [2.808, 3.472, 0.776], [3.041, 3.236, 2.097], [2.338, 2.283, 2.787], [1.371, 1.535, 2.123], [0.526, 0.088, 2.720], [1.411, 2.848, -0.895], [3.439, 4.212, 0.233], [3.750, 3.826, 2.679], [2.371, 2.191, 3.867], [-2.041, 5.060, -3.114], [-1.885, 3.574, -2.918], [-0.721, 2.947, -3.252], [-0.453, 1.590, -2.975], [0.872, 1.001, -3.240], [-1.449, 0.888, -2.256], [-1.021, -0.913, -1.814], [-2.740, 1.510, -2.022], [-3.800, 0.665, -1.304], [-2.957, 2.775, -2.477], [-2.776, 5.525, -2.468], [-2.250, 5.422, -4.150], [-1.097, 5.610, -2.860], [0.065, 3.451, -3.773], [1.494, 1.739, -3.859], [0.711, 0.061, -3.792], [1.496, 0.730, -2.341], [-3.605, -0.355, -1.639], [-4.801, 1.014, -1.631], [-3.771, 0.666, -0.177], [-3.977, 3.123, -2.393]],
  "lowdin_spin": [1.630, 0.116, -0.015, 0.005, -0.026, 0.012, -0.015, 0.008, -0.073, 0.048, 0.011, 0.020, 0.048, 0.000, 0.004, 0.000, 0.003, 0.000, 0.003, 0.001, -0.002, 0.001, -0.001, -0.004, 0.000, 0.000, 0.000, 0.000, 0.000, 0.087, 0.009, 0.015, -0.001, 0.012, -0.003, 0.018, 0.050, 0.001, 0.000, 0.001, 0.000, 0.000, -0.001, 0.000, 0.000, 0.001, 0.003, 0.031, 0.000, 0.002, 0.000, 0.000, 0.000, 0.000, 0.000, 0.000, 0.000, 0.000, 0.002, 0.000, 0.000, 0.000]
}

***

{
  "formula": "C7H5ClN2",
  "method": "the ωB97M-V functional and the def2-TZVPD basis",
  "s2": 2.062,
  "e_lumo_ha": [0.021, -0.099],
  "spin_multiplicity": 3,
  "largest_force_ev_per_a": 5.932,
  "species": ["C", "C", "C", "C", "C", "C", "C", "N", "N", "Cl", "H", "H", "H", "H", "H"],
  "xyz": [[-0.249, -1.979, -2.371], [-2.190, -1.920, -1.040], [1.444, 1.860, 2.267], [0.593, 1.072, 1.651], [-0.558, -0.053, -0.590], [-0.969, -1.513, -1.352], [0.734, 0.657, 0.270], [0.440, -2.318, -3.281], [-3.274, -2.170, -0.721], [2.171, 0.945, -0.493], [1.494, 2.194, 3.228], [2.299, 2.034, 1.679], [-0.165, 0.447, 2.272], [-0.428, 0.631, -1.545], [-1.342, 0.115, 0.026]],
  "lowdin_spin": [0.038, 0.055, 0.255, 0.030, 0.035, 0.347, 0.493, 0.293, 0.257, 0.136, 0.020, 0.019, -0.003, 0.027, -0.002]
}

***

{
  "formula": "C31H34Ge2N3OSV",
  "method": "the ωB97M-V functional and the def2-TZVPD basis",
  "s2": 2.067,
  "e_lumo_ha": [-0.021, -0.021],
  "spin_multiplicity": 3,
  "largest_force_ev_per_a": 3.141,
  "species": ["V", "C", "N", "C", "C", "N", "C", "S", "C", "C", "C", "C", "C", "N", "H", "H", "H", "H", "H", "H", "H", "H", "H", "O", "C", "C", "Ge", "C", "C", "C", "H", "H", "H", "H", "H", "H", "H", "H", "H", "H", "C", "Ge", "C", "C", "C", "C", "C", "C", "C", "C", "C", "C", "C", "C", "C", "C", "C", "C", "H", "H", "H", "H", "H", "H", "H", "H", "H", "H", "H", "H", "H", "H", "H"],
  "xyz": [[0.154, -1.253, -0.522], [0.053, -4.633, 2.443], [-0.485, -4.760, 1.079], [-0.476, -5.798, 0.153], [-1.025, -5.339, -0.962], [-1.519, -4.044, -0.685], [-1.044, -3.676, 0.528], [-1.335, -2.139, 1.318], [-2.045, -3.197, -1.772], [-3.142, -3.696, -2.501], [-3.510, -2.984, -3.602], [-2.720, -1.896, -3.987], [-1.722, -1.465, -3.113], [-1.323, -2.129, -2.017], [-0.723, -4.687, 3.118], [0.614, -3.641, 2.565], [0.768, -5.400, 2.778], [-0.009, -6.792, 0.375], [-1.095, -5.836, -1.943], [-3.783, -4.446, -2.083], [-4.360, -3.267, -4.203], [-2.873, -1.403, -4.973], [-1.223, -0.496, -3.262], [2.157, -1.624, -2.866], [1.587, -1.641, -1.836], [4.300, 0.141, -0.938], [3.271, -0.854, 0.305], [2.617, 0.244, 1.792], [4.781, -1.790, 1.237], [1.981, -2.131, -0.466], [4.441, 1.246, -0.640], [3.891, 0.108, -1.933], [5.294, -0.318, -1.006], [3.266, 1.116, 1.890], [2.731, -0.300, 2.748], [1.553, 0.535, 1.692], [4.406, -2.724, 1.765], [5.157, -1.066, 1.997], [5.640, -1.903, 0.629], [2.399, -3.093, -0.522], [0.340, 2.174, -2.703], [-0.177, 1.483, -0.864], [-2.198, 1.809, -0.847], [-3.131, 0.828, -0.926], [-4.483, 1.218, -0.964], [-4.841, 2.542, -0.905], [-3.879, 3.601, -0.758], [-2.544, 3.191, -0.735], [0.632, 2.813, 0.425], [1.691, 3.504, -0.074], [2.470, 4.420, 0.638], [2.110, 4.636, 1.928], [1.059, 3.970, 2.516], [0.718, 4.297, 3.880], [-0.304, 3.684, 4.472], [-1.007, 2.683, 3.771], [-0.755, 2.337, 2.500], [0.245, 3.055, 1.812], [0.122, 3.212, -2.782], [-0.157, 1.665, -3.535], [1.388, 1.989, -2.929], [-2.854, -0.217, -0.953], [-5.245, 0.575, -1.213], [-5.860, 2.759, -0.905], [-4.130, 4.650, -0.568], [-1.711, 3.945, -0.677], [2.032, 3.303, -1.053], [3.357, 4.846, 0.327], [2.774, 5.286, 2.586], [1.466, 5.003, 4.349], [-0.535, 4.004, 5.468], [-1.947, 2.289, 4.182], [-1.298, 1.481, 1.957]],
  "lowdin_spin": [2.001, 0.001, 0.003, 0.001, 0.001, 0.008, 0.004, 0.015, 0.004, -0.001, 0.003, 0.000, 0.009, 0.009, 0.000, 0.000, 0.000, 0.000, 0.000, 0.000, 0.000, 0.000, 0.003, -0.009, -0.047, 0.000, 0.009, 0.003, 0.001, 0.002, 0.000, 0.000, 0.000, 0.001, 0.000, 0.000, 0.000, 0.000, 0.000, 0.005, 0.006, -0.009, -0.006, 0.000, 0.000, 0.000, 0.000, -0.002, -0.009, -0.003, 0.000, -0.002, 0.000, 0.000, 0.000, 0.000, 0.000, -0.001, 0.001, 0.000, 0.000, 0.000, 0.000, 0.000, 0.000, 0.000, 0.000, 0.000, 0.000, 0.000, 0.000, 0.000, 0.000]
}

***

{
  "formula": "CH2NO4P",
  "method": "the ωB97M-V functional and the def2-TZVPD basis",
  "e_lumo_ha": 0.262,
  "spin_multiplicity": 1,
  "largest_force_ev_per_a": 3.119,
  "charge": -2,
  "species": ["N", "C", "O", "P", "O", "O", "O", "H", "H"],
  "xyz": [[1.084, -0.531, -0.889], [0.598, -0.588, 0.428], [1.118, -1.312, 1.243], [-1.092, 0.689, 0.557], [-2.208, -0.267, 0.934], [-0.713, 1.762, 1.494], [-1.223, 1.189, -0.908], [1.851, -1.001, -1.272], [0.585, 0.059, -1.587]],
  "mulliken_charge": [-0.379, 0.114, -0.619, 0.856, -0.793, -0.750, -0.850, 0.177, 0.243]
}